DFT (wB97M-V/def2-TZVPD) results for 6 unconnected molecules or ions with the total composition C20H34FO13S2 in a non-equilibrium geometry.

The LUMO energy comes out at 2.20 eV. The HOMO-LUMO gap comes out at 9.021 eV. The energy relative to the best compared isomer or geometry (same formula, charge and spin) comes out at 0.0 kJ/mol. Its energy is -2656.70010 Eh. The net charge is -1. Its HOMO energy is -6.818 eV.

Positions of all 70 atoms, in Å:
H -0.243 -1.871 -2.426
H 1.042 -1.796 5.331
O 1.284 -1.399 -5.144
H 2.319 -0.113 -1.056
H -1.548 -2.375 -0.548
H 3.327 0.339 0.984
H -2.421 -0.577 0.394
H 2.424 -3.625 3.504
O 6.152 0.470 -1.925
H 0.405 -0.501 1.293
F -0.414 0.209 -0.871
H -0.268 2.589 2.129
H 0.603 4.579 1.357
O 4.885 0.974 -0.144
O 2.375 -2.472 1.142
O 4.002 0.541 -1.872
S -1.717 5.288 0.978
H -0.776 0.487 -5.564
H -3.793 4.404 1.249
O 0.269 -3.761 1.307
H -0.541 1.120 -3.870
C 0.601 -0.522 -4.131
H -4.221 -3.744 -0.820
H -2.817 -4.513 -1.678
O -1.456 6.191 2.046
C -0.333 4.304 0.694
H 0.594 1.281 -5.050
C 3.393 2.514 0.859
C -2.896 3.982 1.519
H -0.241 4.487 -0.335
H 2.384 2.795 1.021
C 0.320 -1.268 2.065
C -3.239 -1.402 0.289
H -3.576 -2.897 -2.121
H 2.226 1.628 -1.262
H -0.689 -1.185 3.794
H -2.739 3.015 -0.429
H -2.702 3.841 2.634
H -2.577 1.884 1.025
H -1.328 -1.286 -3.634
C -0.818 2.888 1.035
O -0.144 -2.815 -4.288
S 1.199 -2.762 1.819
O -2.460 -3.440 1.014
C 1.409 -1.808 4.264
C 5.139 0.718 -1.381
H 4.012 2.789 1.631
C -3.272 -3.486 -1.270
C 2.882 0.726 -1.023
O 1.077 -3.501 -5.990
H 3.870 3.179 0.274
O -3.543 -1.633 1.653
C 0.729 -2.665 -5.168
C -3.047 -2.802 2.014
C 0.358 -0.879 3.552
H 1.377 0.009 -3.499
H -4.052 -1.224 -0.335
C -0.123 0.642 -4.714
H -0.345 2.037 0.331
O -3.207 -3.242 3.202
H -0.774 -1.422 1.908
C 1.548 -3.136 3.494
C -2.542 -2.767 -0.290
H 0.488 0.187 3.557
H 2.467 -1.423 4.293
C 3.537 1.005 0.298
O -2.169 5.853 -0.225
C -0.322 -1.635 -3.518
C -2.282 2.872 0.667
H 0.942 -3.883 3.964